[1]
{
  "formula": "C52H66N10O6",
  "method": "ωB97M-V with the def2-TZVPD basis set",
  "spin_multiplicity": 1,
  "species": ["N", "C", "C", "C", "C", "C", "H", "H", "H", "H", "H", "N", "C", "C", "C", "C", "C", "H", "H", "H", "H", "H", "N", "C", "C", "C", "C", "C", "H", "H", "H", "H", "H", "N", "C", "C", "C", "C", "C", "H", "H", "H", "H", "H", "N", "C", "C", "C", "C", "C", "H", "H", "H", "H", "H", "N", "C", "C", "C", "C", "C", "H", "H", "H", "H", "H", "C", "C", "O", "C", "O", "O", "H", "H", "H", "H", "C", "C", "O", "C", "O", "O", "H", "H", "H", "H", "C", "C", "C", "C", "N", "H", "H", "H", "H", "H", "H", "H", "C", "C", "C", "C", "N", "H", "H", "H", "H", "H", "H", "H", "C", "C", "C", "C", "N", "H", "H", "H", "H", "H", "H", "H", "C", "C", "C", "C", "N", "H", "H", "H", "H", "H", "H", "H"],
  "positions_angstrom": [[-11.10845, 1.06062, -4.20847], [-10.11218, 1.83320, -4.74463], [-8.76408, 1.49460, -4.64976], [-8.38846, 0.41250, -3.88188], [-9.39228, -0.40434, -3.27461], [-10.75324, -0.08859, -3.56923], [-10.39936, 2.68352, -5.34536], [-8.03618, 2.07367, -5.19860], [-7.33450, 0.18066, -3.92453], [-9.11666, -1.32276, -2.77766], [-11.56717, -0.65219, -3.13765], [-0.47570, 1.44195, 0.21877], [0.13561, 0.53860, -0.55022], [-0.57609, -0.21690, -1.44150], [-1.92178, 0.09935, -1.67042], [-2.55646, 1.06454, -0.88319], [-1.80260, 1.63699, 0.13047], [1.19438, 0.37572, -0.41283], [-0.04454, -0.98728, -1.98036], [-2.44494, -0.49809, -2.40239], [-3.60467, 1.31627, -0.94873], [-2.18286, 2.42692, 0.76119], [-3.29412, 0.54800, 6.15950], [-2.06425, 0.00733, 6.30913], [-1.63376, -0.40865, 7.55488], [-2.50065, -0.55946, 8.62036], [-3.82004, -0.13368, 8.42446], [-4.21621, 0.42811, 7.18463], [-1.37716, 0.04222, 5.47662], [-0.62467, -0.77373, 7.67680], [-2.28882, -1.05218, 9.55779], [-4.45796, -0.06717, 9.29340], [-5.18420, 0.90621, 7.15655], [-3.39531, -4.95492, -5.29068], [-2.68764, -5.85589, -4.61124], [-2.72572, -7.17852, -4.94141], [-3.60386, -7.64657, -5.91648], [-4.37021, -6.68354, -6.59065], [-4.18369, -5.37109, -6.28753], [-1.91288, -5.50571, -3.94526], [-2.11810, -7.84755, -4.35014], [-3.71911, -8.71494, -6.02471], [-5.12919, -7.00569, -7.28819], [-4.78318, -4.56431, -6.68264], [5.61674, -6.06045, -8.66971], [5.18331, -5.53560, -7.49012], [3.80365, -5.44392, -7.14746], [2.87041, -5.85502, -8.07812], [3.30915, -6.34078, -9.33691], [4.66302, -6.42411, -9.52770], [6.01509, -5.16653, -6.90845], [3.49806, -5.03278, -6.19668], [1.80410, -5.78088, -7.92360], [2.62810, -6.61370, -10.12942], [5.13305, -6.76781, -10.43728], [2.17388, 7.55935, 6.15025], [1.20811, 8.38168, 5.83523], [0.15332, 8.01474, 4.96344], [0.14366, 6.72146, 4.41426], [1.14247, 5.82684, 4.77012], [2.15541, 6.27551, 5.65259], [1.30799, 9.37434, 6.24880], [-0.63130, 8.70337, 4.68676], [-0.55610, 6.32757, 3.69205], [1.13545, 4.80255, 4.42783], [2.94958, 5.61217, 5.96189], [2.88894, 3.94414, -4.59750], [4.24500, 3.32706, -4.38117], [4.71873, 3.09809, -5.67801], [3.95638, 3.61924, -6.58056], [4.29161, 3.75516, -7.74579], [2.79449, 3.89203, -6.06131], [2.77235, 4.98649, -4.30080], [2.10900, 3.33138, -4.14548], [4.03056, 2.38233, -3.88158], [4.71236, 4.06454, -3.72863], [2.66717, -4.96552, 3.77322], [2.11621, -3.83831, 3.00028], [2.99010, -2.76402, 3.44847], [4.02538, -3.24251, 4.14757], [4.96747, -2.61017, 4.62882], [3.92941, -4.56851, 4.27417], [2.62936, -5.96091, 3.33064], [2.03508, -5.12542, 4.64672], [1.07673, -3.59861, 3.22419], [2.18316, -3.93380, 1.91654], [-7.72202, 5.07193, 0.50183], [-8.39600, 4.15406, 1.52757], [-7.49816, 3.79997, 2.75436], [-6.92535, 4.97081, 3.45601], [-6.48908, 5.91523, 4.01367], [-7.06436, 4.51839, -0.16838], [-7.16803, 5.90360, 0.93715], [-8.52673, 5.49253, -0.10120], [-8.69775, 3.28802, 0.93850], [-9.27532, 4.67476, 1.90675], [-6.63783, 3.17947, 2.50353], [-8.07235, 3.27124, 3.51519], [10.46680, 5.11221, 2.40896], [9.37055, 5.77426, 3.20279], [8.27410, 4.86532, 3.71470], [7.51157, 4.17944, 2.65052], [6.93006, 3.59549, 1.80423], [10.00066, 4.59330, 1.57137], [11.04122, 4.33665, 2.91557], [11.20919, 5.81500, 2.03074], [8.89046, 6.56368, 2.62449], [9.84631, 6.28255, 4.04148], [7.59901, 5.29697, 4.45364], [8.76848, 4.07974, 4.28613], [9.41287, -0.63128, -3.13533], [9.40419, -0.62203, -1.62953], [8.46644, -1.65636, -0.94342], [7.13778, -1.87398, -1.54496], [6.08400, -2.05144, -1.97659], [9.36416, -1.67713, -3.43854], [10.27988, -0.13423, -3.57043], [8.56200, -0.06436, -3.51313], [9.18630, 0.36421, -1.21969], [10.41954, -0.77775, -1.26496], [8.34767, -1.28683, 0.07513], [8.95688, -2.62835, -0.89047], [-4.71090, -5.19551, 5.09838], [-3.75828, -4.57647, 4.00624], [-4.43148, -3.85249, 2.81681], [-5.65682, -3.11670, 3.23939], [-6.58721, -2.50297, 3.54008], [-5.31930, -6.05267, 4.80985], [-5.34334, -4.44723, 5.57607], [-4.10624, -5.42546, 5.97564], [-3.11569, -5.34191, 3.57117], [-3.10237, -3.90227, 4.55699], [-4.71309, -4.61032, 2.08572], [-3.71614, -3.11899, 2.44485]],
  "forces_ev_per_a": [[1.3187, -0.1864, -0.3923], [-0.7046, -1.7043, 0.6283], [-0.7631, 0.3212, 0.0988], [-1.0850, -0.9262, 0.0561], [-0.1543, 0.9904, -1.7744], [1.6825, 1.8470, 0.4855], [-0.3060, 0.1252, 0.1422], [0.1106, 0.0816, 0.0905], [0.0533, -0.3812, 0.6213], [-0.0961, 0.0555, 0.2105], [-0.0489, -0.2195, -0.1593], [0.0564, 0.2075, 0.7072], [-0.8455, 0.4326, 0.8014], [-0.5523, 0.1077, -0.7486], [0.2255, -0.4512, 0.3946], [0.3208, -0.7003, 0.2735], [1.4804, 0.3925, -1.0957], [0.1539, 0.1737, 0.1264], [-0.2535, -0.1112, -0.2693], [-0.2664, 0.2042, -0.1327], [-0.0588, -0.1181, -0.3061], [-0.2541, -0.1499, 0.2538], [-1.4472, -0.9369, 0.4663], [-1.5386, 1.3847, 1.1296], [0.8005, -1.5254, 0.3140], [-1.5427, 0.3609, -0.7428], [0.2494, 0.7370, -0.6493], [3.2124, -0.1322, 0.5998], [-0.0946, 0.1268, -0.1913], [0.2332, 0.0673, -0.1212], [0.6008, 0.2593, 0.0421], [-0.4392, -0.3539, -0.1476], [-0.0253, -0.0037, -0.7341], [0.3601, 0.4046, 0.1612], [0.3225, 0.8523, -1.4123], [-0.2356, -1.3899, 0.1799], [-0.0477, 0.9360, 0.6006], [0.1069, -1.9923, -0.1657], [-0.1340, 1.2186, 1.5203], [-0.3133, 0.2604, 0.4919], [0.0552, -0.2929, -0.1388], [-0.0859, 0.0181, -0.4257], [0.0528, 0.1279, -0.2351], [-0.0749, -0.1361, -0.5709], [-1.0873, 0.9169, 1.7871], [-0.4830, -0.6094, -1.4123], [1.3471, -0.0144, -0.3008], [0.2279, -0.4063, -1.4192], [-0.3246, 0.4978, 1.3229], [1.2780, -0.1960, -0.6022], [-0.3277, 0.0479, 0.6136], [0.0564, 0.0261, 0.0549], [-0.0391, 0.0688, 0.3295], [-0.0938, -0.0492, 0.0980], [-0.5554, -0.2775, -0.4660], [1.0405, -2.4193, -0.1295], [-1.1399, -0.3818, -1.1863], [0.3042, -0.6285, -0.1934], [0.5454, 0.3354, 0.4065], [1.2610, 0.6820, 1.3922], [-1.4301, 1.3842, -0.4079], [-0.3054, 0.1962, 0.0092], [0.0446, 0.1801, 0.1091], [-0.5196, 0.5604, 0.0584], [0.0792, -0.0001, -0.1449], [0.1217, 0.0804, 0.0825], [-1.0488, -0.0631, -1.5211], [-1.6554, -0.0903, 1.3304], [3.3974, -0.7401, 1.9145], [0.5477, 0.3356, -3.8585], [-0.8860, -0.1774, 1.8390], [-2.5696, 1.2139, 0.9696], [0.1119, -0.1005, 0.0019], [-0.2199, 0.2364, -0.3133], [0.9277, -0.0602, 0.0731], [1.3998, -0.5663, -0.4129], [-1.2293, -1.9788, 1.8074], [0.4365, 1.2803, -0.7841], [-0.5348, 0.5934, -0.3194], [2.8348, 1.4282, 1.3489], [-2.7974, -1.2537, -1.5118], [0.0982, -0.6429, -0.5434], [0.7920, 0.2689, -0.5681], [-0.1046, 0.1522, 0.3226], [0.1791, 0.0867, 0.2585], [0.3351, 0.0732, -0.0148], [-0.2586, 0.0712, -0.0227], [0.8876, 0.7152, 0.2018], [-0.0464, 0.1806, -0.0517], [0.9182, 2.8696, 1.2727], [-1.3200, -2.9691, -1.7418], [0.1043, 0.0014, 0.0746], [-0.0167, -0.0518, 0.1212], [0.1530, 0.1082, -0.2057], [-0.1433, -0.3458, 0.6654], [-0.1147, -0.2190, 0.0219], [-0.1052, -0.1759, -0.2310], [-0.0514, -0.2016, -0.1051], [-0.0828, -0.7241, -0.8109], [0.1357, 1.1455, 0.3376], [0.2177, -1.1971, 0.3126], [-1.6674, -1.5995, -2.3548], [1.8732, 1.9393, 2.6699], [0.1853, 0.0641, -0.3519], [-0.2033, 0.0522, 0.5259], [-0.2424, 0.1577, -0.0494], [0.1799, 0.0819, -0.2278], [-0.2699, 0.0081, 0.2950], [-0.1106, 0.4226, -0.3765], [-0.0182, -0.3539, 0.0136], [-0.3847, 0.1444, -0.1095], [0.1746, 0.3428, 0.6248], [0.4442, 0.3630, -0.1260], [-0.1360, 0.3071, -0.0039], [0.5475, 0.0653, 0.1424], [0.0278, 0.1353, -0.5402], [0.1831, -0.2388, 0.1820], [-0.2359, -0.3861, -0.1525], [-0.3559, 0.1292, -0.2210], [0.0061, -0.4782, 0.1395], [-0.2980, -0.3274, 0.0942], [-0.0144, -0.0482, -0.0218], [0.7868, 0.7501, 0.0539], [-0.8009, -0.4654, 0.9592], [-0.5428, 0.0322, 1.2552], [0.0123, 0.2945, -0.2349], [0.6431, -0.5275, -0.1560], [0.1731, 0.0828, -0.1595], [-0.3988, 0.2767, -0.6815], [0.3163, -0.7064, -0.2302], [0.0002, -0.1233, 0.1283], [-0.0235, 0.2209, -0.1894], [0.0199, 0.3488, -0.2644], [-0.1913, -0.1420, -0.4743]]
}

***

[2]
{
  "formula": "C31H48BrCdN3O5",
  "method": "ωB97M-V with the def2-TZVPD basis set",
  "de_lowest_kj_mol": 9.4,
  "spin_multiplicity": 1,
  "species": ["Cd", "C", "N", "C", "C", "O", "C", "O", "C", "C", "O", "N", "C", "C", "H", "H", "H", "H", "H", "H", "H", "H", "H", "H", "H", "H", "H", "H", "H", "H", "C", "C", "C", "C", "C", "C", "C", "C", "C", "C", "C", "C", "C", "C", "C", "C", "C", "H", "H", "H", "H", "H", "H", "H", "H", "H", "H", "H", "H", "H", "H", "H", "H", "H", "H", "H", "H", "H", "H", "H", "H", "H", "H", "H", "H", "H", "Br", "C", "C", "C", "C", "C", "N", "C", "O", "O", "H", "H", "H"],
  "positions_angstrom": [[-0.84972, -0.40120, 0.07278], [4.04108, 0.44820, -3.04218], [2.72056, -0.15250, -2.98833], [2.19234, -0.68598, -4.23297], [1.96074, -0.17708, -1.87632], [0.88925, -0.76524, -1.82614], [2.50464, 0.55606, -0.65413], [1.44903, 0.85316, 0.22622], [1.42248, 2.15775, 0.74021], [-0.01994, 2.62259, 0.86804], [-0.94308, 1.91188, 0.49146], [-0.22757, 3.83404, 1.41143], [-1.58173, 4.35718, 1.51409], [0.81868, 4.73431, 1.85559], [4.62348, -0.07115, -3.80115], [4.56417, 0.34089, -2.09450], [3.99726, 1.50837, -3.31038], [2.85687, -1.45472, -4.63048], [2.09956, 0.11593, -4.96949], [1.21461, -1.11904, -4.04630], [3.02467, 1.46737, -0.95446], [3.22145, -0.10249, -0.14889], [1.95719, 2.85269, 0.08530], [1.88761, 2.17271, 1.72997], [-2.28192, 3.61299, 1.15041], [-1.67429, 5.26761, 0.91808], [-1.81016, 4.59019, 2.55535], [1.77615, 4.23198, 1.94713], [0.55168, 5.13255, 2.83532], [0.92594, 5.57414, 1.16376], [0.67407, 0.03136, 3.37581], [-0.57932, -0.40559, 3.02839], [-0.42060, -1.47215, 2.00112], [1.04718, -1.57851, 1.85787], [1.68992, -0.71038, 2.68180], [3.17619, -0.59810, 2.94467], [3.69835, 0.81670, 2.65913], [3.42920, -0.91992, 4.42611], [3.96000, -1.59331, 2.08892], [-1.08645, -2.88565, 2.06523], [-0.61420, -3.75425, 0.88607], [-2.61795, -2.91448, 2.02251], [-0.62904, -3.56221, 3.36944], [-1.84435, 0.21288, 3.62388], [-1.53990, 1.62859, 4.14635], [-2.33663, -0.59037, 4.84064], [-2.97257, 0.36119, 2.59362], [0.88605, 0.83274, 4.07231], [1.52320, -2.32060, 1.23431], [3.05926, 1.56950, 3.12628], [3.73645, 1.00366, 1.58201], [4.70950, 0.94053, 3.05609], [3.00016, -0.15035, 5.07057], [4.50206, -0.97769, 4.62961], [2.97189, -1.87403, 4.69180], [3.74456, -1.45335, 1.02709], [3.70330, -2.62034, 2.35382], [5.03359, -1.45903, 2.24192], [-0.75806, -3.24067, -0.06898], [-1.20370, -4.67227, 0.85429], [0.43244, -4.04476, 0.97576], [-3.00071, -2.48259, 1.09860], [-3.06883, -2.40147, 2.86699], [-2.94801, -3.95554, 2.06852], [0.46046, -3.60806, 3.42167], [-1.02302, -4.58043, 3.42815], [-0.98124, -3.00896, 4.24077], [-0.90081, 1.60264, 5.03056], [-2.47406, 2.12022, 4.42891], [-1.04677, 2.23068, 3.37982], [-1.53552, -0.67643, 5.57774], [-2.66334, -1.59437, 4.58280], [-3.18048, -0.07599, 5.30874], [-2.67618, 1.05882, 1.80873], [-3.86636, 0.76165, 3.07957], [-3.24108, -0.57895, 2.12022], [0.52758, 2.50903, -3.01281], [-0.96992, 1.42466, -3.50761], [-1.34464, 1.46383, -4.83706], [-2.41893, 0.66935, -5.20905], [-3.05469, -0.08649, -4.24479], [-2.59029, -0.04087, -2.93457], [-1.54174, 0.70351, -2.56963], [-3.31824, -0.88518, -1.88572], [-4.45964, -1.21609, -2.16990], [-2.66567, -1.21423, -0.84253], [-0.82254, 2.09459, -5.54113], [-2.74706, 0.64958, -6.24037], [-3.91269, -0.70611, -4.45822]],
  "forces_ev_per_a": [[0.0724, -0.0523, -0.3267], [-0.1099, 0.0694, 0.0029], [0.1413, -0.2161, 0.0014], [0.0024, -0.0060, 0.0244], [0.0530, -0.0030, 0.0390], [-0.3812, 0.0167, 0.3104], [-0.0223, -0.0719, 0.0245], [-0.1690, 0.3602, -0.4468], [-0.0659, 0.0015, 0.1365], [0.2953, 0.0581, 0.0632], [-0.3008, -0.1627, -0.2578], [-0.1047, 0.0210, -0.0195], [0.0084, -0.0155, -0.0077], [0.0003, 0.0114, -0.0441], [0.0201, -0.0039, 0.0073], [0.0216, -0.0095, -0.0111], [-0.0066, 0.0086, -0.0125], [0.0073, -0.0055, 0.0140], [-0.0043, 0.0093, 0.0004], [0.0023, 0.0175, 0.0006], [-0.0054, 0.0226, -0.0211], [-0.0147, 0.1127, -0.1470], [0.0307, 0.0511, -0.0264], [-0.1033, 0.0516, -0.1648], [-0.0030, 0.0077, 0.0008], [-0.0036, -0.0031, 0.0007], [0.0070, -0.0050, 0.0043], [-0.0032, -0.0098, 0.0003], [0.0145, -0.0121, 0.0143], [0.0094, -0.0056, 0.0013], [0.1726, 0.0011, -0.0183], [-0.0774, 0.0149, -0.1475], [0.3729, -0.2702, 0.2161], [-0.1436, -0.1517, 0.1084], [-0.0723, -0.1083, 0.1019], [-0.0397, -0.0117, 0.0134], [0.1332, -0.1040, 0.0038], [0.0278, 0.0230, -0.0370], [0.0072, 0.0266, 0.0756], [-0.0863, 0.0444, 0.0184], [-0.0050, 0.0697, 0.0225], [0.0691, 0.0015, -0.0096], [-0.0221, 0.0120, -0.0397], [-0.0285, 0.0493, 0.0215], [-0.0051, -0.0413, -0.0210], [0.0069, 0.0227, -0.0169], [0.0508, -0.0492, -0.0098], [-0.0373, 0.0381, 0.0041], [0.0120, -0.0082, -0.0147], [0.1036, -0.0362, 0.0853], [0.0368, 0.0695, 0.1703], [0.0116, -0.0011, -0.0197], [-0.0235, -0.0213, 0.0111], [0.0048, 0.0314, 0.0177], [0.0071, 0.0020, -0.0087], [0.0612, -0.1413, 0.0873], [-0.0072, 0.0020, -0.0366], [0.0105, -0.0148, -0.0061], [-0.0124, -0.0332, -0.0128], [0.0083, -0.0147, -0.0011], [0.0127, 0.0272, -0.0200], [-0.0284, 0.0139, -0.0456], [-0.0063, -0.0207, 0.0144], [-0.0051, 0.0021, -0.0036], [-0.0017, -0.0089, -0.0050], [-0.0016, -0.0057, 0.0103], [0.0006, -0.0121, 0.0074], [0.0226, 0.0194, -0.0110], [0.0009, 0.0008, 0.0149], [-0.0379, 0.0036, 0.0374], [-0.0028, -0.0113, 0.0033], [-0.0006, -0.0185, -0.0125], [-0.0044, -0.0044, 0.0019], [-0.0419, 0.0383, 0.0125], [-0.0084, -0.0024, -0.0063], [-0.0031, 0.0820, 0.0014], [0.0025, 0.1583, 0.1802], [-0.0553, -0.1120, 0.0624], [-0.0086, 0.0273, -0.0451], [0.0578, 0.0071, -0.0069], [-0.0457, 0.0331, 0.0417], [-0.0430, -0.0042, -0.0170], [0.0691, 0.0325, 0.0037], [0.0087, -0.1531, -0.1021], [-0.0455, -0.0030, 0.0293], [0.2359, 0.2846, 0.1194], [0.0185, -0.0246, 0.0005], [-0.0183, 0.0107, 0.0085], [0.0050, 0.0017, 0.0073]]
}

***

Orbital gap for every record listed, in sequence, given in eV: 9.207 7.092.
LUMO energy for every record listed, in sequence, given in eV: -0.20 -0.01.